The following is a DFT calculation (ωB97M-V/def2-TZVPD) of a structure of composition C29H32Cl4IrN5O4Si.

```
! RIJCOSX wB97M-V def2-TZVPD def2/J DEFGRID3
* xyz 1 2
Ir 1.022 0.032 1.368
O 0.625 -0.154 3.529
C 1.642 0.548 4.260
C 2.332 1.597 3.424
C 3.092 2.584 4.019
C 3.772 3.486 3.218
C 3.667 3.374 1.843
C 2.877 2.377 1.308
N 2.223 1.504 2.087
H -0.203 0.360 3.543
H 2.363 -0.208 4.572
H 1.210 0.997 5.153
H 3.147 2.640 5.098
H 4.372 4.268 3.664
H 4.173 4.058 1.179
H 2.731 2.260 0.246
Cl -3.972 4.438 -1.785
C -2.983 3.519 -0.727
C -3.594 2.608 0.187
Cl -5.297 2.476 0.224
C -2.820 1.822 1.023
Cl -3.559 0.720 2.129
C -1.419 1.872 0.979
O -0.727 1.039 1.694
C -0.772 2.906 0.165
O 0.434 3.131 0.280
C -1.627 3.663 -0.736
Cl -0.843 4.773 -1.774
N 4.195 -1.581 -1.677
C 4.983 -2.168 -0.772
N 6.099 -2.782 -1.177
N 4.733 -2.182 0.538
C 3.613 -1.645 0.901
N 2.613 -1.165 1.222
H 4.407 -1.618 -2.659
H 3.369 -1.053 -1.410
H 6.385 -2.802 -2.138
H 6.661 -3.244 -0.485
C 1.996 2.717 -3.822
Si 1.503 0.945 -3.519
C -0.219 0.606 -4.152
C 2.729 -0.198 -4.364
C 1.511 0.630 -1.707
C 1.320 0.400 -0.527
H 1.985 2.956 -4.888
H 3.000 2.915 -3.442
H 1.307 3.392 -3.312
H -0.273 0.748 -5.233
H -0.935 1.288 -3.687
H -0.529 -0.416 -3.927
H 2.703 -0.032 -5.443
H 2.494 -1.250 -4.188
H 3.750 0.013 -4.034
C -6.508 -3.167 -0.296
C -5.094 -2.891 0.118
C -4.664 -3.159 1.415
C -3.378 -2.864 1.822
C -2.985 -3.142 3.250
C -2.480 -2.298 0.888
C -1.223 -1.821 1.384
O -0.303 -1.399 0.663
C -2.889 -2.042 -0.445
C -1.995 -1.421 -1.481
C -4.194 -2.342 -0.792
H -7.024 -3.792 0.431
H -6.542 -3.658 -1.268
H -7.060 -2.228 -0.386
H -5.356 -3.599 2.122
H -3.785 -3.673 3.760
H -2.808 -2.215 3.802
H -2.084 -3.752 3.320
H -1.083 -1.804 2.469
H -1.063 -1.969 -1.601
H -1.710 -0.404 -1.198
H -2.513 -1.381 -2.438
H -4.526 -2.140 -1.804
*
```

For the energy above the lowest of the compared OMol25 structures with the same formula, charge and spin, the calculation gives 0.1648 eV. As for the max |F|: 0.36 eV/Å.

These are the Löwdin partial charges, in e, on atoms 1 to 5: 1.372 -0.160 -0.120 -0.221 0.001

The following is a DFT calculation (ωB97M-V/def2-TZVPD) of a structure of composition C29H32ClHfIN8O2 at a distorted geometry.

```
! RIJCOSX wB97M-V def2-TZVPD def2/J DEFGRID3
* xyz 4 1
Hf 0.032 -0.112 -0.320
C -4.585 0.352 0.263
C -4.989 -0.651 -0.609
C -4.099 -1.051 -1.596
C -2.806 -0.531 -1.605
N -2.353 0.306 -0.641
C -3.272 0.792 0.207
C -1.866 -0.841 -2.699
C -2.294 -1.155 -3.990
C -1.347 -1.389 -4.977
C -0.002 -1.385 -4.635
C 0.358 -1.106 -3.318
N -0.562 -0.768 -2.393
C 1.712 -1.328 -2.776
C 2.803 -1.690 -3.565
C 3.978 -2.101 -2.948
C 4.011 -2.161 -1.561
C 2.899 -1.750 -0.843
N 1.774 -1.314 -1.421
H -5.276 0.774 0.977
H -5.979 -1.079 -0.548
H -4.403 -1.784 -2.325
H -2.950 1.605 0.847
H -3.343 -1.197 -4.234
H -1.650 -1.606 -5.991
H 0.738 -1.628 -5.379
H 2.744 -1.675 -4.641
H 4.834 -2.404 -3.535
H 4.882 -2.526 -1.040
H 2.900 -1.776 0.242
N -1.556 0.563 5.252
C -0.702 1.638 4.690
C 0.032 1.115 3.450
N -0.892 0.674 2.385
C -1.776 -0.356 2.966
C -2.526 0.111 4.222
H -2.048 0.902 6.091
H -0.967 -0.229 5.552
H 0.017 1.981 5.438
H -1.345 2.484 4.426
H 0.656 0.259 3.720
H 0.669 1.919 3.079
H -1.475 1.485 2.166
H -1.165 -1.232 3.208
H -2.517 -0.667 2.228
H -3.131 -0.709 4.615
H -3.197 0.945 3.998
N -0.174 3.750 -2.516
C -0.317 4.225 -1.254
C -0.308 3.131 -0.437
N -0.160 1.990 -1.195
C -0.085 2.421 -2.454
H -0.142 4.321 -3.354
H -0.402 5.271 -1.032
H -0.384 3.094 0.633
H 0.039 1.793 -3.317
I 5.139 0.232 3.150
C 4.195 0.766 1.345
C 4.923 1.141 0.217
C 4.219 1.441 -0.937
C 2.838 1.339 -0.949
N 2.117 0.958 0.125
C 2.805 0.710 1.247
H 6.002 1.201 0.239
H 4.748 1.737 -1.830
H 2.291 1.564 -1.856
H 2.233 0.418 2.114
Cl -0.669 -3.597 3.108
C 0.194 -3.652 1.543
C 0.045 -2.290 0.934
O -0.801 -2.049 0.031
O 0.735 -1.300 1.321
H -0.276 -4.423 0.932
H 1.231 -3.901 1.761
*
```

For the energy above the lowest of the compared OMol25 structures with the same formula, charge and spin, the calculation gives 0.5686 eV. As for the max |F|: 1.04 eV/Å.

These are the Löwdin partial charges, in e, on atoms 1 to 5: 1.868 0.001 0.031 0.050 -0.202

The following is a DFT calculation (ωB97M-V/def2-TZVPD) of a structure of composition C29H32CrN5S2Si.

```
! RIJCOSX wB97M-V def2-TZVPD def2/J DEFGRID3
* xyz 0 2
Cr 0.123 -0.761 -0.220
C -1.165 -4.417 -3.998
S 0.455 -4.596 -3.242
C 0.486 -3.295 -2.078
S -0.854 -2.265 -1.832
N 1.642 -3.232 -1.457
N 1.688 -2.178 -0.598
C 2.714 -2.117 0.155
C 2.798 -1.009 1.101
C 3.931 -0.807 1.869
C 4.002 0.322 2.671
C 2.945 1.208 2.661
C 1.839 0.926 1.871
N 1.748 -0.168 1.122
H -1.217 -5.205 -4.748
H -1.268 -3.449 -4.483
H -1.963 -4.552 -3.271
H 3.505 -2.856 0.083
H 4.749 -1.513 1.816
H 4.878 0.508 3.278
H 2.958 2.117 3.244
H 1.005 1.610 1.831
N -0.328 -2.290 1.267
C -0.577 -1.657 2.520
C 0.273 -1.851 3.596
C 0.060 -1.150 4.775
C -1.004 -0.267 4.867
C -1.851 -0.087 3.781
C -1.656 -0.778 2.588
C -2.503 -0.558 1.393
C -3.870 -0.324 1.578
C -4.673 0.038 0.514
C -4.104 0.180 -0.745
C -2.755 -0.074 -0.929
C -1.916 -0.464 0.119
H 0.364 -3.026 1.351
H -1.171 -2.680 0.850
H 1.099 -2.550 3.512
H 0.726 -1.297 5.617
H -1.172 0.290 5.780
H -2.668 0.621 3.846
H -4.299 -0.428 2.568
H -5.730 0.217 0.664
H -4.714 0.490 -1.585
H -2.330 0.063 -1.918
C 3.158 1.043 -1.566
Si 1.446 1.133 -2.357
C 1.363 -0.256 -3.614
C 1.498 2.709 -3.382
N 0.191 1.008 -1.145
C -0.583 2.107 -0.742
C -0.994 2.284 0.590
C -1.785 3.347 0.991
C -2.206 4.302 0.079
C -1.836 4.141 -1.248
C -1.056 3.069 -1.651
H 3.912 1.351 -2.296
H 3.416 0.031 -1.255
H 3.245 1.706 -0.701
H 1.974 0.034 -4.474
H 0.344 -0.431 -3.963
H 1.755 -1.205 -3.244
H 2.397 2.622 -4.001
H 1.580 3.622 -2.792
H 0.650 2.813 -4.059
H -0.741 1.533 1.325
H -2.083 3.415 2.032
H -2.825 5.135 0.387
H -2.176 4.848 -1.996
H -0.849 2.951 -2.702
*
```

For the energy above the lowest of the compared OMol25 structures with the same formula, charge and spin, the calculation gives 0.5408 eV. As for the max |F|: 0.65 eV/Å.

These are the Löwdin partial charges, in e, on atoms 1 to 5: 0.500 -0.440 0.875 -1.060 0.779